Entry 1:
{
  "formula": "C40H55HfN9O5Te",
  "method": "ωB97M-V/def2-TZVPD",
  "symbols": ["Hf", "N", "C", "C", "N", "C", "C", "N", "H", "H", "H", "H", "H", "H", "H", "H", "H", "H", "H", "H", "H", "O", "C", "C", "C", "C", "C", "C", "C", "O", "N", "O", "O", "H", "H", "H", "H", "C", "N", "C", "C", "N", "C", "H", "H", "H", "H", "H", "H", "N", "C", "C", "N", "H", "H", "H", "H", "H", "H", "H", "H", "H", "C", "C", "C", "C", "C", "C", "Te", "N", "C", "O", "C", "C", "C", "C", "C", "C", "C", "C", "C", "C", "C", "C", "C", "C", "C", "C", "H", "H", "H", "H", "H", "H", "H", "H", "H", "H", "H", "H", "H", "H", "H", "H", "H", "H", "H", "H", "H", "H", "H"],
  "coordinates": [[1.9626, 1.1389, -0.7646], [1.7780, 3.0533, -2.3772], [2.4533, 4.3033, -1.9505], [3.7020, 3.9480, -1.1509], [3.4146, 2.9180, -0.1320], [2.9925, 3.4350, 1.1879], [1.5381, 3.8810, 1.1315], [0.7331, 2.8173, 0.4765], [0.8970, 3.2998, -2.8190], [2.3643, 2.6661, -3.1137], [2.7500, 4.9169, -2.8033], [1.7574, 4.8923, -1.3588], [4.4397, 3.5384, -1.8395], [4.1227, 4.8533, -0.7075], [4.2735, 2.3954, 0.0250], [3.0966, 2.6179, 1.9020], [3.6234, 4.2586, 1.5307], [1.1914, 4.0967, 2.1427], [1.4541, 4.8065, 0.5681], [0.3612, 2.2041, 1.1979], [-0.0683, 3.2341, 0.0124], [3.5962, 1.1228, -2.2253], [4.3690, 0.2582, -2.7217], [4.2665, -1.1243, -2.5251], [5.1874, -1.9965, -3.1494], [5.1495, -3.3269, -2.8724], [4.2668, -3.8380, -1.9048], [3.3337, -3.0218, -1.3249], [3.2427, -1.6492, -1.6647], [2.2493, -0.9283, -1.2554], [6.0292, -4.2520, -3.6006], [6.5544, -3.8182, -4.6042], [6.1347, -5.3720, -3.1522], [5.1964, 0.6249, -3.3390], [5.9158, -1.6160, -3.8549], [4.3359, -4.8861, -1.6462], [2.6457, -3.4097, -0.5903], [-4.9848, 2.5893, -1.5351], [-3.5553, 2.8105, -1.6840], [-2.9331, 4.0198, -1.8061], [-1.5978, 3.7534, -1.8891], [-1.3834, 2.3941, -1.8119], [-2.5921, 1.8701, -1.6942], [-5.5119, 3.5149, -1.7468], [-5.2231, 2.2709, -0.5199], [-5.3266, 1.8215, -2.2265], [-3.4688, 4.9525, -1.8378], [-0.7963, 4.4641, -2.0104], [-2.7977, 0.8156, -1.5995], [-1.4760, -2.2303, -4.5306], [-0.8653, -0.8897, -4.3323], [-0.0235, -0.8394, -3.0457], [0.5255, 0.4952, -2.8334], [-2.0445, -2.2517, -5.3799], [-2.0723, -2.4937, -3.7189], [-0.7561, -2.9492, -4.6319], [-1.6675, -0.1523, -4.2974], [-0.2364, -0.6777, -5.1974], [0.8029, -1.5460, -3.1307], [-0.6152, -1.1180, -2.1722], [-0.2415, 1.1665, -2.6986], [1.0358, 0.7508, -3.6759], [-6.5356, 1.0390, 4.8105], [-5.2494, 0.6124, 4.1709], [-4.5782, 1.4376, 3.2745], [-3.3780, 1.0511, 2.6922], [-2.6527, 2.0131, 1.7799], [-2.8570, -0.2075, 3.0007], [-0.9177, -0.8361, 2.2229], [0.8810, 0.0843, 0.8251], [2.0468, -0.1183, 1.3709], [3.0566, 0.4878, 0.7731], [2.4359, -0.9618, 2.5288], [1.9214, -0.8275, 3.8166], [2.4269, -1.6003, 4.8504], [3.4443, -2.5104, 4.6071], [3.9606, -2.6537, 3.3267], [3.4697, -1.8732, 2.2954], [-1.9013, -1.9060, 0.6837], [-3.1895, -1.5520, 0.2896], [-3.9167, -2.3589, -0.5692], [-3.3700, -3.5569, -1.0176], [-2.0829, -3.9154, -0.6173], [-1.3310, -3.1028, 0.2261], [0.0343, -3.5259, 0.6740], [-3.4915, -1.0548, 3.9191], [-2.9591, -2.4129, 4.2930], [-4.6894, -0.6240, 4.4748], [-6.8583, 2.0129, 4.4499], [-6.4205, 1.0932, 5.8934], [-7.3185, 0.3088, 4.6049], [-4.9819, 2.4188, 3.0528], [-3.3554, 2.6788, 1.2781], [-2.0679, 1.4720, 1.0301], [-1.9772, 2.6392, 2.3701], [1.1631, -0.0842, 4.0313], [2.0483, -1.4791, 5.8558], [3.8372, -3.1065, 5.4190], [4.7648, -3.3543, 3.1473], [3.8774, -1.9719, 1.2973], [-3.6440, -0.6627, 0.7102], [-4.9308, -2.0892, -0.8347], [-4.0019, -4.2649, -1.5455], [-1.6704, -4.8717, -0.9223], [0.3137, -4.4818, 0.2346], [0.0608, -3.6314, 1.7614], [0.7632, -2.7636, 0.3952], [-1.8691, -2.4407, 4.2791], [-3.3293, -3.1690, 3.5961], [-3.2919, -2.6928, 5.2902], [-5.1942, -1.2698, 5.1842]],
  "atomic_forces_ev_per_a": [[-0.8, 0.5, -1.7], [0.2, 0.0, -0.1], [0.2, 0.1, 0.2], [-0.2, 0.2, -0.2], [0.2, -0.1, 0.0], [-0.3, 0.1, 0.2], [0.4, 0.0, 0.0], [0.2, 0.2, 0.2], [-0.1, -0.1, 0.1], [-0.1, 0.0, -0.1], [-0.1, 0.0, 0.0], [0.0, 0.0, 0.0], [0.1, 0.0, 0.1], [0.0, -0.1, 0.0], [0.0, 0.0, 0.0], [0.1, 0.0, 0.0], [0.1, 0.0, -0.1], [-0.1, 0.0, 0.0], [-0.1, 0.0, 0.0], [-0.2, 0.0, -0.1], [-0.1, -0.2, 0.0], [0.3, 0.1, -0.1], [0.1, -0.2, -0.1], [-0.3, -0.1, 0.3], [0.2, 0.0, -0.1], [-0.1, 0.2, 0.1], [0.0, 0.0, 0.0], [-0.1, 0.1, 0.0], [0.0, 0.0, -0.3], [0.4, -0.4, -0.1], [0.1, 0.0, -0.1], [0.0, -0.1, 0.1], [0.0, 0.1, -0.1], [-0.1, 0.0, -0.1], [0.0, 0.0, 0.0], [0.0, 0.0, 0.0], [-0.1, -0.1, 0.0], [-0.3, -0.1, 0.1], [0.1, 0.0, -0.1], [0.2, 0.1, 0.0], [-0.1, 0.0, 0.0], [-0.3, 0.1, -0.1], [0.1, 0.0, 0.0], [0.0, 0.0, 0.0], [0.1, 0.1, 0.0], [0.0, 0.1, -0.1], [-0.1, 0.0, 0.0], [0.0, 0.1, 0.0], [-0.1, -0.1, 0.1], [-0.4, -0.4, 0.4], [0.4, 0.7, 0.4], [0.0, -0.3, -0.2], [0.0, 0.1, 0.0], [-0.1, -0.1, 0.0], [0.3, 0.1, -0.5], [0.0, -0.1, 0.0], [-0.1, -0.1, -0.1], [-0.1, -0.1, -0.1], [0.0, -0.1, 0.1], [-0.1, -0.1, 0.1], [0.0, 0.2, 0.0], [0.1, 0.2, 0.1], [0.0, 0.0, 0.0], [0.1, 0.0, -0.1], [0.0, 0.0, 0.0], [0.2, 0.0, -0.1], [-0.1, -0.1, 0.2], [0.5, 0.1, 0.2], [-1.3, -0.1, 0.2], [0.1, -0.4, 0.4], [-1.0, -0.2, 0.4], [1.5, 0.1, 0.6], [0.3, -0.1, 0.0], [0.1, 0.2, -0.1], [0.0, 0.0, 0.0], [-0.1, -0.1, 0.0], [0.0, 0.0, 0.0], [-0.1, 0.0, 0.0], [0.0, -0.2, -0.2], [0.2, 0.3, 0.1], [0.0, -0.1, -0.2], [0.0, -0.1, 0.3], [-0.2, 0.0, -0.3], [0.1, 0.2, 0.0], [0.0, 0.0, 0.0], [0.0, 0.0, -0.1], [-0.1, 0.1, -0.1], [0.0, 0.0, 0.0], [0.0, 0.0, 0.0], [0.0, 0.0, 0.0], [0.0, 0.0, 0.0], [0.0, 0.0, 0.0], [0.0, 0.0, 0.0], [0.0, 0.1, -0.1], [0.1, 0.0, -0.1], [0.1, 0.0, 0.0], [0.0, 0.0, 0.0], [0.0, 0.0, 0.0], [0.0, 0.0, 0.0], [0.1, 0.1, 0.0], [-0.1, 0.0, -0.1], [0.0, 0.0, 0.0], [0.2, 0.1, -0.2], [0.0, 0.0, 0.0], [0.1, 0.0, 0.0], [0.1, -0.1, 0.0], [0.1, 0.0, 0.0], [0.0, -0.1, 0.1], [0.1, 0.0, 0.0], [0.0, 0.0, 0.0], [0.0, 0.0, 0.0]],
  "lowdin_charge": [1.731, -0.043, -0.193, -0.158, -0.149, -0.163, -0.178, -0.023, 0.073, 0.082, 0.136, 0.097, 0.124, 0.140, 0.129, 0.122, 0.140, 0.133, 0.107, 0.054, 0.059, -0.161, -0.096, -0.108, 0.078, -0.124, 0.058, 0.020, -0.300, -0.204, -0.351, 0.109, 0.116, 0.157, 0.144, 0.137, 0.104, 0.017, -0.110, -0.029, -0.144, 0.002, -0.179, 0.106, 0.094, 0.101, 0.138, 0.097, 0.125, 0.210, -0.129, -0.223, -0.034, 0.184, 0.174, 0.182, 0.135, 0.144, 0.120, 0.121, 0.026, 0.100, -0.027, -0.239, -0.002, -0.321, -0.078, -0.367, 1.799, -0.219, -0.599, -0.193, -0.203, -0.106, -0.052, -0.046, -0.044, -0.018, -0.396, -0.129, -0.078, -0.077, -0.046, -0.321, -0.068, -0.293, -0.057, 0.011, 0.082, 0.097, 0.094, 0.124, 0.075, 0.017, 0.091, 0.077, 0.118, 0.120, 0.118, 0.108, 0.092, 0.113, 0.115, 0.119, 0.091, 0.083, 0.048, 0.035, 0.096, 0.093, 0.136],
  "charge": 3,
  "spin_multiplicity": 2,
  "s_squared": 0.756,
  "relative_energy_ev": 1.508,
  "lumo_energy_ev": [-7.73, -8.15]
}



Entry 2:
{
  "formula": "C40H55KN3O3S",
  "method": "ωB97M-V/def2-TZVPD",
  "symbols": ["K", "C", "C", "C", "C", "C", "C", "C", "N", "C", "C", "C", "C", "C", "C", "O", "C", "C", "C", "C", "C", "C", "C", "C", "C", "O", "C", "C", "C", "C", "C", "C", "H", "H", "H", "H", "H", "H", "H", "H", "H", "H", "H", "H", "H", "H", "H", "H", "H", "H", "H", "H", "H", "H", "H", "H", "H", "H", "H", "H", "H", "H", "H", "H", "H", "H", "H", "H", "H", "H", "H", "H", "C", "C", "N", "C", "C", "C", "S", "N", "C", "O", "C", "C", "C", "C", "C", "C", "H", "H", "H", "H", "H", "H", "H", "H", "H", "H", "H", "H", "H", "H", "H"],
  "coordinates": [[0.1166, -2.0288, -1.3706], [-1.6172, 5.2729, 0.5931], [-2.9215, 4.5537, 0.1861], [-3.5953, 4.1853, 1.5077], [-3.8030, 5.4900, -0.6753], [-2.6859, 3.2317, -0.5768], [-1.4779, 2.9240, -1.1581], [-1.1818, 1.6640, -1.6883], [0.0294, 1.1043, -1.9063], [1.2571, 1.6881, -1.6909], [1.5956, 3.0699, -1.6573], [2.8646, 3.5178, -1.4020], [3.9242, 2.6023, -1.2027], [3.6685, 1.2363, -1.2508], [2.3698, 0.7019, -1.5683], [2.1741, -0.5261, -1.7925], [4.8063, 0.2497, -0.9929], [4.9703, -0.7296, -2.1863], [4.4855, -0.6127, 0.2706], [6.1734, 0.9142, -0.7037], [3.1029, 5.0328, -1.3084], [2.6236, 5.7690, -2.5719], [4.6008, 5.3859, -1.1485], [2.3933, 5.5931, -0.0495], [-2.3008, 0.6796, -1.8191], [-2.0498, -0.4322, -2.3405], [-3.6071, 1.1155, -1.3225], [-3.7621, 2.2952, -0.6680], [-4.7560, 0.0913, -1.4015], [-4.9601, -0.4094, -2.8655], [-6.1003, 0.6604, -0.9230], [-4.3635, -1.0842, -0.5236], [-1.8143, 6.2886, 1.0247], [-1.0090, 5.4531, -0.3066], [-1.0396, 4.6860, 1.3495], [-3.7254, 5.0654, 2.1591], [-3.0175, 3.4732, 2.0884], [-4.5982, 3.7813, 1.2945], [-4.0872, 6.4250, -0.1131], [-4.7518, 4.9677, -0.9645], [-3.2243, 5.7930, -1.5553], [-0.6576, 3.6600, -1.1152], [0.8458, 3.7599, -1.9213], [4.9570, 2.9142, -1.0975], [3.9542, -1.1188, -2.4425], [5.6918, -1.5422, -1.9338], [5.4176, -0.2457, -3.0708], [3.5299, -1.0888, 0.1042], [4.3957, 0.0937, 1.1328], [5.2207, -1.3799, 0.5098], [6.5868, 1.4074, -1.5947], [6.8240, 0.0871, -0.4454], [6.1068, 1.6264, 0.1431], [3.0235, 5.3052, -3.5176], [2.9919, 6.8214, -2.6266], [1.4975, 5.7799, -2.6820], [5.1747, 5.0346, -2.0457], [5.0425, 4.9095, -0.2628], [4.7645, 6.4992, -1.1524], [1.3102, 5.4872, -0.1998], [2.6331, 6.6227, 0.1713], [2.6559, 5.0155, 0.8497], [-4.7213, 2.5405, -0.2437], [-5.2105, 0.4075, -3.5333], [-5.7939, -1.1225, -2.9713], [-4.0434, -0.8244, -3.2322], [-6.3164, 1.6025, -1.4167], [-6.1447, 0.7548, 0.1937], [-6.9212, -0.0291, -1.2132], [-3.5241, -1.6198, -0.9995], [-5.2420, -1.7908, -0.5440], [-4.1492, -0.8614, 0.5228], [-1.2829, -2.0979, 4.4886], [0.1443, -2.3853, 4.1166], [0.2977, -3.6051, 3.3744], [0.6231, -4.8062, 4.1161], [-0.6535, -5.5545, 4.5821], [0.0036, -3.6190, 2.0376], [-0.5471, -2.1265, 1.3340], [0.0441, -4.8346, 1.4589], [-0.1909, -5.1822, 0.2127], [-0.3613, -4.4734, -0.8193], [-0.1235, -6.7067, 0.0475], [-0.3676, -7.3248, -1.1937], [-0.1730, -8.7110, -1.3718], [0.2907, -9.5211, -0.3884], [0.4852, -8.9166, 0.8594], [0.3242, -7.5575, 1.0955], [-1.2700, -1.1613, 5.0476], [-1.6955, -2.8468, 5.1427], [-1.8979, -1.9945, 3.6566], [0.7095, -2.5127, 5.0484], [0.6267, -1.5623, 3.6149], [1.2644, -4.5755, 4.9966], [1.2090, -5.4718, 3.4950], [-1.1823, -5.0345, 5.3626], [-0.3649, -6.5505, 4.9174], [-1.2940, -5.5826, 3.6946], [-0.7080, -6.7044, -2.0095], [-0.3807, -9.1063, -2.3305], [0.5295, -10.5929, -0.5528], [0.8949, -9.5179, 1.6924], [0.4398, -7.2079, 2.1386]],
  "atomic_forces_ev_per_a": [[0.0, 0.4, -1.1], [0.2, 0.4, -0.2], [0.4, -0.1, 0.4], [-1.1, 0.5, 0.1], [-0.5, 0.2, 0.7], [0.8, 0.6, -0.1], [0.2, 1.8, 0.9], [0.6, -1.8, -0.4], [0.4, 1.4, 0.8], [-0.4, -1.0, -0.5], [0.6, -1.0, 0.2], [0.1, 1.0, -0.1], [-0.9, -1.6, -0.2], [1.5, 0.5, 0.4], [-1.3, -0.2, -0.7], [0.1, 1.0, 0.6], [0.7, -0.8, 0.1], [0.0, -0.2, -0.3], [-0.6, 1.4, 0.1], [-0.7, 0.1, -0.2], [0.8, 0.8, 0.2], [-0.6, 0.2, -1.3], [0.6, 0.1, -1.1], [-0.5, -0.9, -0.2], [1.4, -0.1, -0.8], [-0.8, 0.8, 0.6], [-1.0, -1.0, 0.1], [0.7, -0.2, -0.7], [-0.1, 0.4, -0.4], [-0.3, 0.3, 0.4], [-0.3, -0.6, 0.6], [-0.9, -1.8, -0.6], [-0.1, -0.9, -0.2], [0.1, 0.0, 0.4], [-0.4, 0.4, -0.8], [0.0, -0.1, -0.3], [0.1, -0.3, -0.1], [0.3, 0.0, 0.4], [0.3, -0.9, -0.4], [0.8, 0.5, 0.0], [-0.3, -0.1, 0.0], [-0.9, -0.6, 0.3], [-0.5, 0.8, -0.2], [-0.3, 0.2, 0.2], [1.2, 0.0, 0.1], [-0.6, 0.3, 0.0], [-0.3, 0.1, 0.2], [-0.3, -0.2, 0.2], [0.0, -0.7, -0.4], [0.2, 0.1, -0.2], [-0.1, 0.1, 0.2], [0.4, 0.0, 0.2], [0.2, -0.4, -0.4], [-0.3, 0.1, 1.0], [-0.4, -0.6, 0.4], [1.2, 0.0, 0.2], [-0.4, 0.1, 0.7], [-0.1, 0.4, -0.1], [-0.3, -1.0, 0.4], [0.2, 0.2, 0.2], [0.1, 0.5, -0.2], [0.0, 0.0, -0.3], [-0.1, 0.0, 0.0], [-0.1, 0.5, 0.0], [0.4, 0.0, 0.4], [0.4, -0.5, -0.2], [-0.1, 0.3, 0.1], [0.1, 0.2, -0.9], [0.5, 0.2, 0.2], [-0.3, 0.2, 0.5], [0.8, 0.4, 0.2], [0.1, 0.3, -0.2], [0.8, 0.7, 1.5], [0.5, -0.3, 1.1], [0.5, -0.1, -0.8], [-0.2, -0.5, 0.8], [0.8, 0.3, -0.9], [-0.9, 0.3, -0.6], [0.2, -0.7, 0.9], [0.3, 0.4, 1.7], [0.0, 0.4, -1.9], [0.1, -1.2, 1.3], [0.4, -0.8, -0.2], [0.2, -0.1, 1.0], [-0.4, 1.6, -0.7], [0.5, -0.5, 1.3], [1.0, -0.6, 0.8], [-0.9, 0.1, -0.1], [-0.3, 0.2, 0.0], [-0.1, -0.4, 0.3], [-1.0, 0.2, -1.5], [0.0, -0.1, 0.0], [-0.1, 0.3, -0.4], [-0.4, 0.2, -0.6], [0.0, 0.0, -0.3], [-0.1, 0.2, 0.4], [-0.3, -0.1, 0.0], [-0.1, -0.4, 0.2], [0.0, 0.0, -0.1], [-0.2, -0.4, -0.9], [-0.3, 0.9, 0.1], [-0.4, 0.2, -0.5], [0.1, 0.1, -1.0]],
  "lowdin_charge": [0.708, -0.074, -0.557, -0.070, -0.046, -0.156, 0.025, -0.172, 0.174, -0.138, 0.009, -0.177, 0.032, -0.086, -0.294, -0.151, -0.525, -0.053, -0.042, -0.081, -0.550, -0.070, -0.088, -0.044, -0.276, -0.053, -0.078, 0.016, -0.536, -0.042, -0.080, -0.050, 0.092, 0.057, 0.104, 0.085, 0.091, 0.074, 0.089, 0.089, 0.082, 0.078, 0.076, 0.082, 0.077, 0.084, 0.078, 0.067, 0.097, 0.075, 0.082, 0.071, 0.086, 0.098, 0.079, 0.088, 0.093, 0.079, 0.089, 0.058, 0.071, 0.094, 0.088, 0.078, 0.083, 0.059, 0.074, 0.096, 0.083, 0.083, 0.097, 0.089, -0.102, -0.299, -0.150, -0.217, -0.076, -0.685, 0.583, 0.076, -0.469, -0.138, -0.108, -0.015, -0.115, -0.120, -0.113, -0.035, 0.078, 0.056, 0.009, 0.111, 0.081, 0.116, 0.090, 0.045, 0.065, 0.075, 0.104, 0.082, 0.108, 0.098, 0.096],
  "charge": -1,
  "relative_energy_ev": 0.000,
  "lumo_energy_ev": [1.29, 1.38]
}